Here is a 6-piece molecular cluster, C50H46Br2NO25P overall at a distorted geometry from OMol25. Energies are from the ωB97M-V functional and the def2-TZVPD basis.

Last column: Löwdin charge in e.
Cartesian coordinates (Å):
C  0.15888  2.24199  4.14338  -0.11
C  -0.57189  1.66654  2.90891  -0.24
C  -1.28639  2.82840  2.16241  -0.24
C  -0.35445  3.66440  1.26680  -0.17
C  -0.09622  3.11825  -0.15968  -0.18
C  -0.79370  1.81365  -0.55745  -0.11
C  -2.26949  1.77512  -0.91071  -0.08
C  -2.84772  0.54168  -1.26315  -0.10
C  -2.01510  -0.72562  -1.33376  -0.09
C  -0.83037  -0.72220  -2.34546  -0.38
C  -1.01706  0.19361  -3.56078  -0.06
C  -0.49012  -2.16237  -2.83455  -0.05
C  -4.19079  0.42574  -1.54307  -0.17
C  -4.84374  -0.90383  -1.84937  -0.11
C  -4.87338  -1.29637  -3.31450  -0.46
O  -4.19732  -2.22574  -3.70138  0.11
O  -5.69830  -0.64919  -4.21025  0.06
C  -5.02143  1.54303  -1.51556  -0.50
Br  -6.89187  1.47003  -1.86172  0.89
C  -4.50092  2.73981  -1.19545  -0.17
C  -3.11777  2.85475  -0.88681  -0.05
C  -2.96913  4.33008  -0.57464  -0.36
O  -2.16762  5.18859  -0.77514  0.16
N  -4.29395  4.71551  0.00282  -0.14
P  -4.61067  3.86182  1.49022  0.59
O  -6.16585  3.38929  1.29308  -0.32
Br  -4.71937  5.39935  3.16730  0.22
C  -5.14441  4.12185  -1.04040  -0.43
O  -6.03884  4.65449  -1.62634  0.15
H  0.62919  1.46262  4.74241  0.07
H  -0.60193  2.75829  4.73593  0.07
H  0.86545  3.01566  3.83262  0.06
H  -1.37369  1.03113  3.30165  0.10
H  0.10119  1.10673  2.25604  0.10
H  -2.18193  2.45615  1.67012  0.05
H  -1.64241  3.49652  2.95634  0.09
H  0.60386  3.70279  1.79888  0.09
H  -0.71398  4.69603  1.28136  0.10
H  -0.25925  3.84329  -0.95670  0.09
H  0.97598  2.91218  -0.21386  0.09
H  -0.62268  1.09134  0.25281  0.11
H  -0.24233  1.40170  -1.40076  0.09
H  -2.60725  -1.60113  -1.58113  0.08
H  -1.58331  -0.90259  -0.33870  0.13
H  0.06279  -0.39822  -1.80710  0.11
H  -1.91656  -0.05200  -4.13434  0.09
H  -0.14628  0.07258  -4.21088  0.08
H  -1.08093  1.25237  -3.29511  0.07
H  0.55798  -2.37522  -2.60642  0.08
H  -0.59529  -2.24451  -3.91686  0.08
H  -1.08451  -2.89959  -2.29950  0.05
H  -4.36267  -1.68027  -1.26608  0.11
H  -5.87649  -0.89376  -1.49280  0.07
H  -6.36483  -1.30405  -4.45227  0.12
H  -6.54399  3.16703  2.15264  0.05
O  5.35109  7.69662  -1.36100  0.11
C  4.57320  6.81170  -1.66043  -0.32
C  4.48701  6.24048  -2.99716  0.08
C  3.59580  5.27747  -3.25899  -0.23
O  3.48114  4.71984  -4.46403  0.11
C  2.66308  4.75919  -2.20514  -0.31
O  1.86488  3.88858  -2.51108  0.10
C  2.76276  5.31500  -0.86857  0.06
C  3.65653  6.27485  -0.60278  -0.25
O  3.77990  6.80280  0.61089  0.12
H  5.16337  6.62254  -3.74854  0.14
H  2.76773  4.05935  -4.38405  0.12
H  2.09744  4.92370  -0.11157  0.12
H  4.48806  7.47052  0.53892  0.12
O  -6.18511  -4.48079  4.96395  0.12
C  -5.95951  -3.64917  4.10749  -0.31
C  -5.27398  -2.39187  4.37308  0.08
C  -5.07407  -1.51499  3.38197  -0.23
O  -4.45037  -0.35278  3.57129  0.11
C  -5.54301  -1.78587  1.98362  -0.30
O  -5.34318  -0.93618  1.13484  0.11
C  -6.20685  -3.05002  1.71087  0.08
C  -6.40473  -3.93069  2.70082  -0.23
O  -7.00402  -5.09984  2.50320  0.12
H  -4.94261  -2.20701  5.38508  0.14
H  -4.43856  0.08941  2.70058  0.11
H  -6.52484  -3.24057  0.69529  0.14
H  -7.02217  -5.54108  3.37397  0.12
O  6.42529  0.28977  3.35781  0.10
C  6.13350  1.10707  2.50486  -0.32
C  5.06870  0.89671  1.53572  0.08
C  4.80736  1.82891  0.61216  -0.22
O  3.83982  1.68123  -0.29292  0.11
C  5.59262  3.10616  0.53913  -0.29
O  5.31671  3.90644  -0.33595  0.11
C  6.64034  3.32729  1.52159  0.08
C  6.89970  2.39528  2.44774  -0.23
O  7.84660  2.55125  3.36769  0.12
H  4.51228  -0.02809  1.59750  0.14
H  3.85714  2.48878  -0.84043  0.10
H  7.18687  4.25833  1.46914  0.14
H  7.83054  1.73853  3.90716  0.12
O  -0.67660  -5.02426  -1.34960  0.10
C  -1.39790  -6.00108  -1.26534  -0.31
C  -1.79035  -6.80549  -2.41146  0.08
C  -2.60188  -7.85799  -2.24640  -0.24
O  -2.98761  -8.62545  -3.26189  0.12
C  -3.13234  -8.24064  -0.89548  -0.32
O  -3.87977  -9.19580  -0.81396  0.11
C  -2.72039  -7.44815  0.25492  0.08
C  -1.90672  -6.39884  0.08905  -0.24
O  -1.49960  -5.64337  1.10806  0.11
H  -1.40427  -6.51860  -3.37936  0.14
H  -3.56733  -9.30826  -2.87456  0.12
H  -3.09473  -7.74277  1.22515  0.14
H  -0.92532  -4.95838  0.71650  0.12
O  7.99239  -1.10665  1.24621  0.11
C  7.85257  -2.21089  0.75767  -0.31
C  8.12336  -2.51145  -0.63983  0.08
C  7.93140  -3.75120  -1.10799  -0.24
O  8.16657  -4.07803  -2.37573  0.12
C  7.43455  -4.85970  -0.22561  -0.32
O  7.26382  -5.95898  -0.71703  0.11
C  7.18493  -4.56306  1.17686  0.07
C  7.37946  -3.32359  1.64643  -0.23
O  7.16400  -3.00165  2.91886  0.12
H  8.47932  -1.70509  -1.26546  0.14
H  7.94736  -5.02622  -2.45061  0.12
H  6.84249  -5.37252  1.80576  0.14
H  7.36897  -2.04845  2.99805  0.10

Structure (SMILES)   CCCCCCc1c(CC(C)C)c(CC(=O)O)c(Br)c2c1C(=O)N(P(O)Br)C2=O.O=C1C=C(O)C(=O)C=C1O.O=C1C=C(O)C(=O)C=C1O.O=C1C=C(O)C(=O)C=C1O.O=C1C=C(O)C(=O)C=C1O.O=C1C=C(O)C(=O)C=C1O
Gap between HOMO and LUMO   7.15 eV
DFT total energy   -254645.6030 eV
Charge   0
E_HOMO   -9.03 eV